DFT (wB97M-V/def2-TZVPD) results for a cluster of 3 separate species, C33H68I2N7O3P in total at a distorted geometry.

Calculated values
Strongest force on any atom (eV/Å): 3.31
Relative energy (zero: lowest compared OMol25 entry of this formula, charge and spin) (kJ/mol): 0.00
DFT total energy (eV): -77380.362
Gap between HOMO and LUMO (Ha): 0.264
⟨S²⟩: 2.01
Multiplicity: 3

Last column: Mulliken charge in e.
Cartesian coordinates (Å):
C (-6.5204, 1.2782, 4.0126)  0.48
H (-4.6867, 1.4189, 4.7207)  0.28
H (-6.5478, -0.8332, 1.4094)  0.43
H (1.5965, -4.2527, 0.4058)  0.40
H (8.9674, 0.2393, -0.3809)  0.37
H (9.4833, 2.5774, 4.7618)  0.33
C (-8.0848, -1.3832, -4.4636)  -1.77
C (-6.0203, -0.6857, -6.6963)  -0.53
C (10.3534, 2.6004, 1.6590)  -1.82
H (2.3036, -0.4548, -0.4430)  0.31
H (4.5755, 0.8698, 1.7728)  0.12
H (-8.2167, -1.5592, -3.3940)  0.36
C (-7.0374, -2.3479, -5.0562)  1.59
C (-1.9907, -0.2773, 0.4328)  -0.29
C (-2.9904, 0.8811, 0.2392)  -0.15
H (8.7218, 3.4858, 3.4547)  0.33
H (8.8610, 1.9973, -0.5198)  0.44
H (-0.1790, 4.3753, 0.0998)  0.43
H (9.8327, -0.8064, 1.6618)  0.38
H (-2.7963, 1.4543, -0.6714)  0.25
C (-5.4750, 0.0912, -3.6510)  -1.77
H (-7.8410, -0.3324, -4.6109)  0.36
H (-2.9195, -0.4193, -3.8813)  0.39
C (1.9556, -3.2210, 0.4063)  -1.27
H (-4.8931, 0.3480, -0.7638)  -0.56
H (9.8020, 3.4866, 1.3385)  0.38
H (6.6000, 1.2442, 5.1185)  0.55
H (3.9518, 1.1058, 0.1587)  0.34
C (8.0776, 1.3724, 3.5450)  2.21
C (3.6934, 1.2104, 1.2192)  -1.12
H (-4.4277, -0.7721, 0.4825)  0.12
H (-8.6809, -3.6947, -5.4714)  0.41
C (-7.7051, -3.7222, -4.9845)  -1.80
C (0.0615, 3.7602, -0.7667)  -1.33
H (-0.6540, 4.0451, -1.5548)  0.35
H (-3.5623, -1.6414, -2.7919)  0.47
C (-2.4859, -2.4252, -0.4652)  -0.88
H (8.9276, 0.2459, 5.1840)  0.36
H (-9.0546, -1.5380, -4.9386)  0.44
N (-5.5138, 0.8496, 4.8828)  -0.61
C (-6.8042, -1.9835, -6.5257)  -1.24
H (-5.2453, -0.1064, 4.6639)  0.32
C (2.5410, 0.1910, 1.4914)  0.02
C (-5.3800, 0.9695, 1.2896)  -0.39
H (10.6677, 2.7466, 2.6910)  0.36
H (10.7842, -0.8081, 3.8882)  0.39
H (-6.6173, 0.1731, -6.3765)  0.28
H (-7.8603, -4.0332, -3.9491)  0.44
C (10.2845, 0.1264, 2.0151)  -1.23
H (-4.1938, 0.2091, -5.9910)  0.36
H (11.3091, 0.1313, 1.6357)  0.39
C (0.5724, -2.1985, 2.9660)  -1.18
C (-0.1343, 2.2817, -0.5356)  0.75
H (-4.7368, 0.5204, -2.9735)  0.40
H (-7.6204, 2.6598, 3.3396)  0.23
H (-5.8080, 0.8956, -4.3098)  0.29
C (-4.7126, -0.7493, -5.9134)  -1.42
H (-3.5838, -2.4605, -0.5600)  0.32
H (1.2868, -2.8868, 3.4304)  0.40
H (-2.1635, -2.8823, 0.4763)  0.34
C (9.5169, 1.3227, 1.4443)  1.65
H (11.2688, 2.5580, 1.0673)  0.43
O (-1.9452, -1.1362, -0.6908)  -0.20
N (0.5266, -0.6125, 0.3852)  0.31
I (-0.0942, 1.1541, -2.3555)  0.07
C (6.6347, 1.2026, 4.0289)  -2.16
H (-5.3012, -0.7541, 2.6371)  0.24
N (-5.7770, -2.3098, -4.2540)  0.41
P (0.5737, -2.1960, 1.0967)  0.33
C (8.8906, 0.1911, 4.0934)  -1.46
C (10.3090, 0.1118, 3.5396)  -0.46
H (8.3777, -0.7468, 3.8541)  0.39
C (-6.0605, -0.1520, 2.1179)  -1.17
H (-2.9299, -2.0943, -4.3776)  0.45
I (-0.3936, 2.9415, 2.3959)  0.07
C (9.4300, 1.1776, -0.0759)  -1.89
H (2.8433, -3.1136, 1.0406)  0.34
H (-2.0971, -3.0682, -1.2668)  0.28
H (3.0573, -0.7529, 1.7517)  0.09
H (-5.8026, -0.5272, -7.7551)  0.43
H (10.9179, 0.9340, 3.9259)  0.28
N (1.7768, 0.0625, 0.2525)  -0.30
H (3.4004, 2.2288, 1.4805)  0.31
H (-2.9581, 1.5470, 1.1106)  0.17
C (8.5607, 2.7013, 4.1920)  -1.81
H (2.1265, -2.9501, -0.6401)  0.34
O (-5.0903, -3.3774, -4.5241)  -0.60
H (1.9365, 0.5330, 2.3362)  0.19
N (-7.0423, 0.3352, 3.0922)  -0.30
H (-6.2599, -2.7912, -7.0260)  0.36
H (-4.0616, -1.4865, -6.3956)  0.46
H (-4.8618, 1.6945, 1.9218)  0.48
C (-3.5028, -1.3398, -3.8375)  -2.25
O (7.3778, 0.5807, 1.5367)  -0.59
H (-7.1254, -4.4955, -5.4878)  0.37
H (-6.3118, -0.1909, -3.0128)  0.36
C (-0.5515, 0.2395, 0.9072)  -0.78
H (5.9915, 1.9965, 3.6420)  0.50
H (-7.7640, -1.8982, -7.0411)  0.38
H (-6.1986, 1.4224, 0.7122)  0.22
H (-0.4476, -2.4239, 3.2892)  0.31
N (-6.9112, 2.4781, 4.0429)  -0.68
C (-4.8948, -1.1188, -4.4346)  2.32
N (8.1613, 1.4746, 2.0572)  0.40
H (-2.3991, -0.8718, 1.2671)  0.56
H (10.4284, 1.1923, -0.5149)  0.42
H (6.2064, 0.2429, 3.7386)  0.36
C (-0.3297, 1.7284, 0.6245)  -0.98
H (0.7785, -1.1810, 3.3338)  0.32
H (1.0461, 3.9765, -1.1950)  0.28
H (-0.5836, 0.1169, 2.0028)  0.71
H (7.8169, 3.1095, 4.8766)  0.50
C (-4.4423, 0.2959, 0.2313)  0.36
H (-7.8836, 0.6722, 2.6455)  0.34

Cartesian forces, eV/Å:
C -0.71 0.21 -0.97
H -0.20 0.18 0.49
H -0.07 0.09 0.27
H 0.05 0.18 0.18
H -0.12 0.07 0.11
H 0.03 0.01 -0.09
C 0.06 0.34 0.08
C 0.04 -0.02 0.05
C 0.03 0.16 0.32
H 0.02 0.16 0.05
H -0.07 0.50 0.04
H 0.06 -0.01 -0.02
C -1.95 0.54 0.28
C 0.06 0.23 0.34
C -0.86 -1.00 0.19
H 0.03 -0.09 -0.05
H -0.02 -0.02 0.06
H 0.34 -0.19 -0.02
H -0.13 0.09 -0.03
H 0.13 -0.08 0.18
C -0.34 0.10 0.13
H 0.06 -0.02 0.06
H -0.24 0.13 -0.01
C 0.10 0.97 0.67
H 0.09 0.09 0.15
H -0.04 -0.04 0.02
H 0.23 0.09 -0.03
H 0.00 0.41 0.15
C -0.01 1.30 1.62
C -0.35 -1.16 0.18
H 0.25 0.15 -0.14
H 0.04 0.23 0.01
C 0.45 -0.48 0.10
C -0.67 -0.18 -1.16
H 0.19 0.07 0.16
H -0.03 0.03 -0.01
C -0.05 -0.67 -0.72
H -0.15 0.17 -0.02
H 0.09 -0.13 -0.08
N 0.54 -0.59 -0.92
C 0.48 0.16 -0.23
H -0.17 0.06 0.25
C 1.62 0.43 -0.56
C -0.54 -1.29 -0.99
H -0.08 0.02 0.00
H 0.01 0.03 0.01
H -0.02 -0.03 0.03
H 0.06 0.03 -0.01
C -0.18 -0.34 0.40
H 0.03 -0.02 0.23
H -0.07 0.16 -0.14
C 0.65 1.06 -0.07
C 0.39 1.31 -1.09
H 0.16 -0.04 -0.19
H 0.14 0.00 -0.07
H -0.08 -0.05 0.00
C -0.26 -0.29 -0.46
H 0.19 0.23 0.15
H -0.10 0.07 -0.16
H -0.03 0.33 -0.02
C 1.52 1.27 -0.61
H -0.08 -0.15 -0.06
O -0.15 0.28 0.35
N 1.63 -0.41 0.36
I 0.00 0.41 0.62
C -0.38 -0.30 -0.56
H -0.11 0.12 -0.10
N 1.16 -0.93 -2.14
P -2.89 -1.49 -0.64
C 0.31 -0.38 -0.32
C -0.05 0.02 0.01
H -0.09 0.10 -0.11
C 0.28 0.30 -0.10
H -0.16 -0.10 0.04
I 0.04 -0.42 -0.33
C -0.59 -0.28 -0.18
H 0.17 -0.21 -0.52
H -0.02 0.17 0.17
H -0.52 0.05 0.23
H -0.02 0.02 0.02
H -0.02 0.02 -0.04
N -0.47 0.34 0.52
H 0.16 -0.07 -0.21
H 0.41 0.02 -0.27
C 0.20 0.26 -0.11
H 0.15 0.11 0.24
O -0.10 -0.24 0.74
H -0.20 -0.16 -0.30
N 0.56 -0.70 0.46
H 0.04 -0.05 0.15
H -0.03 -0.10 0.14
H -0.17 0.00 -0.13
C 0.13 -0.76 -0.05
O -0.46 0.56 -0.31
H 0.12 0.07 0.11
H -0.01 -0.06 -0.09
C -0.53 -0.23 0.15
H 0.05 -0.02 -0.02
H -0.08 -0.09 0.18
H 0.23 0.53 0.47
H 0.23 -0.23 -0.12
N -0.17 0.72 0.67
C 0.36 1.83 0.90
N -0.04 -2.64 0.04
H 0.28 0.17 -0.01
H 0.06 0.07 0.22
H 0.05 0.06 -0.15
C -0.19 -1.42 1.16
H 0.16 -0.31 0.09
H -0.03 -0.05 0.35
H -0.08 0.33 -0.23
H -0.03 -0.21 0.04
C 0.17 0.42 0.51
H 0.11 0.14 0.07